Entry 1:
10 unconnected molecules or ions with the total composition C36H108N9O13P in a non-equilibrium geometry. Source: OMol25; level of theory: ωB97M-V/def2-TZVPD.

DFT total energy: -88338.760 eV
Energy relative to the best compared isomer or geometry (same formula, charge and spin): 17.4 kcal/mol
HOMO-LUMO gap: 7.93 eV

The geometry in ORCA input format:
```
! RIJCOSX wB97M-V def2-TZVPD def2/J DEFGRID3
* xyz 6 1
P -0.240 0.086 -0.147
O 0.499 -1.272 -0.451
O -1.683 0.009 -0.773
O 0.453 1.278 -0.906
O -0.256 0.343 1.375
C -6.936 1.376 -0.068
C -5.721 1.117 -0.940
C -5.456 2.066 -2.102
O -4.452 1.552 -2.953
C -4.609 1.961 -4.320
N -4.459 1.056 -0.069
H -3.627 0.602 -0.491
H -4.197 2.018 0.152
H -4.630 0.532 0.789
H -7.032 0.493 0.568
H -7.853 1.459 -0.648
H -6.824 2.293 0.512
H -5.674 0.153 -1.455
H -5.139 3.061 -1.751
H -6.428 2.232 -2.573
H -4.205 1.243 -5.031
H -4.227 2.968 -4.505
H -5.677 2.011 -4.548
C 3.829 0.693 1.691
C 3.468 -0.778 1.530
C 4.520 -1.701 2.090
O 4.284 -3.027 1.635
C 4.911 -4.048 2.403
N 2.144 -1.013 2.225
H 2.232 -0.828 3.226
H 1.385 -0.394 1.855
H 1.888 -2.004 2.112
H 3.067 1.398 1.348
H 4.721 0.943 1.116
H 4.095 0.964 2.716
H 3.282 -0.973 0.476
H 4.562 -1.683 3.184
H 5.489 -1.424 1.668
H 5.970 -4.127 2.157
H 4.466 -4.979 2.039
H 4.716 -4.048 3.478
C 1.107 5.457 -0.223
C 1.436 4.503 0.890
C 1.490 5.075 2.282
O 1.620 4.116 3.299
C 2.956 3.746 3.651
N 0.434 3.359 0.917
H 0.511 2.531 0.258
H 0.335 2.878 1.824
H -0.510 3.762 0.953
H 0.138 5.930 -0.062
H 1.185 5.012 -1.216
H 1.899 6.207 -0.290
H 2.395 4.038 0.643
H 0.584 5.666 2.484
H 2.225 5.884 2.354
H 3.737 3.829 2.887
H 2.916 2.663 3.801
H 3.280 4.282 4.540
C -0.947 -0.351 5.166
C -1.450 1.077 5.005
C -0.384 2.105 5.399
O -1.107 3.292 5.589
C -0.334 4.372 6.136
N -1.845 1.398 3.549
H -2.751 0.952 3.399
H -2.071 2.399 3.575
H -1.223 1.032 2.786
H -0.650 -0.509 6.206
H -0.078 -0.557 4.539
H -1.729 -1.110 5.072
H -2.340 1.132 5.629
H 0.344 2.199 4.582
H 0.047 1.814 6.362
H 0.519 4.644 5.518
H -0.042 4.119 7.159
H -1.015 5.212 6.248
C 3.816 -3.379 -1.495
C 2.670 -4.339 -1.568
C 2.475 -5.074 -0.226
O 3.479 -6.021 -0.116
C 3.304 -6.919 0.970
N 1.384 -3.589 -1.869
H 1.491 -3.235 -2.825
H 0.557 -4.186 -1.878
H 1.147 -2.700 -1.348
H 4.021 -2.739 -2.359
H 4.727 -3.960 -1.328
H 3.829 -2.690 -0.643
H 2.901 -5.140 -2.274
H 1.485 -5.564 -0.169
H 2.481 -4.310 0.572
H 2.752 -6.597 1.856
H 4.319 -7.136 1.320
H 2.971 -7.928 0.709
C -2.949 -4.150 2.538
C -1.652 -3.391 2.549
C -0.417 -4.294 2.525
O 0.791 -3.579 2.664
C 1.739 -4.284 3.485
N -1.595 -2.575 1.248
H -1.687 -3.190 0.437
H -2.356 -1.898 1.224
H -0.726 -2.085 0.964
H -3.077 -4.700 3.470
H -3.028 -4.825 1.685
H -3.799 -3.461 2.508
H -1.441 -2.707 3.370
H -0.437 -5.028 1.712
H -0.563 -4.834 3.471
H 1.302 -4.490 4.461
H 2.609 -3.636 3.562
H 2.110 -5.204 3.029
C 3.354 1.943 -4.111
C 3.700 0.723 -3.240
C 4.896 0.927 -2.333
O 5.090 -0.238 -1.575
C 6.470 -0.341 -1.185
N 2.453 0.223 -2.558
H 2.795 -0.502 -1.900
H 1.964 0.799 -1.824
H 1.758 -0.282 -3.096
H 2.807 1.636 -4.999
H 4.250 2.525 -4.316
H 2.690 2.628 -3.570
H 4.022 -0.033 -3.961
H 4.691 1.816 -1.716
H 5.713 1.208 -3.001
H 7.087 -0.652 -2.023
H 6.621 -1.026 -0.348
H 6.798 0.584 -0.698
C -3.735 -2.191 -4.727
C -3.743 -1.585 -3.331
C -4.806 -2.188 -2.469
O -4.632 -1.698 -1.133
C -5.432 -2.466 -0.215
N -2.342 -1.769 -2.728
H -2.309 -2.706 -2.337
H -1.641 -1.686 -3.459
H -2.176 -1.033 -1.973
H -3.037 -1.715 -5.425
H -4.650 -1.951 -5.276
H -3.584 -3.271 -4.738
H -3.939 -0.519 -3.461
H -4.879 -3.282 -2.524
H -5.790 -1.870 -2.831
H -5.082 -3.495 -0.076
H -6.443 -2.504 -0.618
H -5.358 -2.040 0.785
C -0.603 1.888 -4.947
C -0.718 2.814 -3.726
C -0.988 4.268 -4.105
O -1.106 4.995 -2.920
C -1.307 6.412 -3.124
N -1.679 2.329 -2.661
H -1.192 1.653 -2.020
H -2.164 3.118 -2.235
H -2.400 1.694 -3.021
H -0.430 2.446 -5.871
H -1.521 1.370 -5.246
H 0.251 1.231 -4.794
H 0.247 2.679 -3.242
H -1.865 4.361 -4.756
H -0.077 4.547 -4.650
H -1.323 6.828 -2.121
H -2.220 6.606 -3.684
H -0.461 6.867 -3.643
*
```


Entry 2:
A molecular structure, C36H13Cl2F25GeN3PbS. Source: OMol25; level of theory: ωB97M-V/def2-TZVPD.

DFT total energy: -207582.911 eV
Energy relative to the best compared isomer or geometry (same formula, charge and spin): 0.0 kcal/mol
HOMO-LUMO gap (spin up / spin down): 5.91 / 5.74 eV

The geometry in ORCA input format:
```
! RIJCOSX wB97M-V def2-TZVPD def2/J DEFGRID3
* xyz 1 1
Pb 0.484 0.207 -0.479
C -1.663 -2.291 -0.969
N -1.444 -1.337 0.136
C -1.018 -2.083 1.347
C -0.664 -1.242 2.566
N 0.338 -0.236 2.264
C 0.895 0.475 3.237
C 0.581 0.449 4.634
F -0.392 -0.336 5.087
C 1.233 1.235 5.550
F 0.900 1.181 6.829
C 2.239 2.107 5.138
F 2.861 2.858 6.017
C 2.581 2.185 3.787
F 3.530 3.022 3.396
C 1.934 1.392 2.881
F 2.303 1.469 1.603
C -2.689 -0.573 0.413
C -2.723 0.770 -0.297
N -1.536 1.546 0.046
C -1.579 2.807 0.475
C -2.674 3.467 1.103
F -3.790 2.803 1.380
C -2.589 4.771 1.519
F -3.617 5.347 2.119
C -1.410 5.492 1.341
F -1.342 6.743 1.733
C -0.299 4.883 0.762
F 0.825 5.564 0.611
C -0.388 3.582 0.354
F 0.677 3.021 -0.214
H -2.404 -3.045 -0.681
H -2.008 -1.753 -1.852
H -0.727 -2.792 -1.217
H -1.815 -2.773 1.649
H -0.157 -2.693 1.061
H -1.555 -0.767 2.982
H -0.313 -1.931 3.337
H -3.564 -1.149 0.104
H -2.767 -0.406 1.485
H -2.647 0.597 -1.373
H -3.669 1.268 -0.116
F 3.282 0.071 -5.822
C 2.927 -1.050 -5.193
C 1.668 -1.188 -4.636
C 1.385 -2.401 -4.029
F 0.175 -2.606 -3.474
C 2.297 -3.433 -3.954
F 1.994 -4.580 -3.346
C 3.550 -3.252 -4.508
F 4.451 -4.224 -4.435
C 3.870 -2.061 -5.129
F 5.079 -1.899 -5.656
Ge 0.224 0.129 -4.750
S -0.664 0.749 -2.851
C -1.085 -0.744 -5.911
C -0.658 -1.013 -7.202
F 0.594 -0.681 -7.557
C -1.463 -1.601 -8.153
F -1.021 -1.838 -9.384
C -2.755 -1.947 -7.804
F -3.552 -2.515 -8.698
C -3.214 -1.712 -6.522
F -4.453 -2.067 -6.190
C -2.380 -1.117 -5.594
F -2.885 -0.938 -4.367
C 0.848 1.814 -5.520
C 1.875 2.475 -4.866
F 2.473 1.900 -3.812
C 2.322 3.719 -5.254
F 3.311 4.330 -4.603
C 1.719 4.340 -6.333
F 2.131 5.541 -6.718
C 0.686 3.719 -7.004
F 0.102 4.332 -8.030
C 0.264 2.469 -6.589
F -0.755 1.915 -7.257
Cl 4.496 1.667 -1.184
C 4.688 -0.069 -0.991
Cl 3.363 -0.972 -1.781
H 4.670 -0.304 0.065
H 5.614 -0.382 -1.453
*
```


> The lowest energy relative to the best compared isomer or geometry (same formula, charge and spin) belongs to which entry?

C36H13Cl2F25GeN3PbS